Record 1
Molecular formula: C10H10N4S
Method: DFT, ωB97M-V with the def2-TZVPD basis set

Molar mass   218.28 g mol⁻¹
Energy relative to the best compared isomer or geometry (same formula, charge and spin)   37.96 kcal per mole
SMILES   [H]/N=c1\ccc(C)cn1[C@H]1CSC(C#N)=N1
HOMO energy   -7.86 eV

Geometry as ORCA input:
```
! wB97M-V def2-TZVPD RIJCOSX def2/J DEFGRID3
* xyz 0 1
C 3.07 2.60 -1.50
C -0.39 -2.42 0.77
C 0.72 -1.70 0.99
C -1.38 -0.54 -0.34
C -1.49 -1.86 0.04
C 0.88 -0.35 0.53
C -0.19 1.59 -0.49
C -0.07 2.50 0.70
C 1.78 2.47 -1.01
C -2.45 -2.89 -0.45
N 4.18 2.66 -1.75
N -0.29 0.21 -0.01
N 0.90 1.63 -1.37
N 1.93 0.40 0.54
S 1.46 3.47 0.41
H -0.47 -3.37 1.28
H 1.43 -2.23 1.76
H -2.07 0.12 -0.83
H -0.98 1.79 -1.11
H -0.75 3.33 0.60
H -0.19 2.06 1.68
H -3.04 -2.96 0.47
H -3.22 -2.69 -1.25
H -2.01 -3.79 -0.74
H 2.65 -0.04 1.07
*
```

Record 2
Molecular formula: C42H39BrN2O10P2Pt
Method: DFT, ωB97M-V with the def2-TZVPD basis set

Molar mass   1068.71 g mol⁻¹
Energy relative to the best compared isomer or geometry (same formula, charge and spin)   10.09 kcal per mole
HOMO energy   -8.94 eV

Geometry as ORCA input:
```
! wB97M-V def2-TZVPD RIJCOSX def2/J DEFGRID3
* xyz 0 1
Pt 0.17 0.26 -0.28
O 1.73 0.52 -1.44
C 2.12 -0.67 -2.10
C 1.71 -1.90 -1.24
C 2.19 -1.70 0.16
C 3.22 -2.39 0.76
C 3.57 -2.06 2.06
C 2.87 -1.07 2.73
C 1.84 -0.42 2.09
C 0.96 0.62 2.71
C 1.01 1.96 1.95
O 0.28 1.90 0.74
C 0.20 3.00 2.73
C -1.14 2.73 2.99
C -1.92 3.65 3.67
C -1.37 4.86 4.08
C -0.05 5.15 3.80
C 0.74 4.22 3.12
C 2.45 2.39 1.69
C 3.39 2.38 2.72
C 4.69 2.77 2.49
C 5.08 3.19 1.23
C 4.15 3.22 0.20
C 2.84 2.82 0.43
N 1.55 -0.72 0.82
C 1.45 -0.69 -3.47
C 0.61 -1.71 -3.91
C 0.01 -1.64 -5.17
C 0.25 -0.56 -5.99
C 1.07 0.47 -5.56
C 1.67 0.40 -4.31
C 3.64 -0.67 -2.23
C 4.27 -1.47 -3.17
C 5.65 -1.53 -3.24
C 6.43 -0.78 -2.35
C 5.80 0.02 -1.41
C 4.42 0.07 -1.34
H 0.62 -2.01 -1.20
H 2.10 -2.82 -1.68
H 3.73 -3.16 0.21
H 4.38 -2.59 2.55
H 3.12 -0.80 3.75
H -0.07 0.25 2.67
H 1.22 0.77 3.76
H -1.59 1.82 2.62
H -2.96 3.43 3.86
H -1.99 5.58 4.60
H 0.38 6.09 4.10
H 1.76 4.47 2.89
H 3.09 2.07 3.72
H 5.41 2.76 3.31
H 6.10 3.51 1.05
H 4.44 3.54 -0.79
H 2.11 2.84 -0.37
H 0.40 -2.57 -3.28
H -0.64 -2.45 -5.49
H -0.22 -0.51 -6.97
H 1.25 1.33 -6.19
H 2.30 1.21 -3.96
H 3.68 -2.05 -3.88
H 6.13 -2.15 -3.98
H 7.51 -0.82 -2.41
H 6.39 0.61 -0.72
H 3.93 0.70 -0.61
N -4.00 -2.30 2.14
C -2.98 -2.45 1.04
C -3.51 -3.43 0.00
P -1.42 -3.11 1.75
O -1.38 -2.10 3.06
O -1.66 -4.49 2.24
O -0.37 -2.74 0.77
P -2.87 -0.71 0.34
O -2.74 -1.03 -1.22
O -4.19 -0.15 0.77
O -1.67 0.16 0.74
H -4.63 -3.10 2.17
H -4.50 -1.40 1.90
H -3.51 -2.21 3.04
H -3.68 -4.40 0.48
H -2.77 -3.57 -0.78
H -4.43 -3.07 -0.47
H -0.93 -2.53 3.79
H -2.42 -0.23 -1.68
Br -4.02 3.50 -7.30
C -3.02 3.11 -5.74
C -2.84 1.78 -5.38
C -2.10 1.50 -4.24
C -1.53 2.52 -3.49
C -1.72 3.84 -3.88
C -2.47 4.14 -5.01
C -0.68 2.26 -2.28
O 0.15 3.04 -1.90
O -0.96 1.08 -1.72
H -3.26 0.99 -5.97
H -1.94 0.46 -3.96
H -1.26 4.63 -3.29
H -2.63 5.17 -5.31
*
```

Record 3
Molecular formula: C22H58MgO13S8
Method: DFT, ωB97M-V with the def2-TZVPD basis set

Molar mass   811.53 g mol⁻¹
HOMO energy   -7.01 eV

Geometry as ORCA input:
```
! wB97M-V def2-TZVPD RIJCOSX def2/J DEFGRID3
* xyz 0 1
Mg -3.48 -9.20 -6.86
O -2.47 -7.50 -6.62
C -1.12 -7.91 -6.58
C -0.79 -9.41 -6.98
O -1.77 -10.35 -7.06
H -0.73 -7.76 -5.58
H -0.50 -7.25 -7.19
H -0.13 -9.82 -6.22
H -0.15 -9.45 -7.85
C -1.88 -4.68 -3.81
C -3.43 -5.08 -3.75
C -3.72 -6.59 -3.83
O -4.54 -6.78 -2.76
C -4.53 -5.66 -1.94
O -5.03 -5.53 -0.86
O -3.83 -4.71 -2.53
H -1.30 -5.36 -3.19
H -1.85 -3.72 -3.29
H -1.40 -4.49 -4.77
H -3.99 -4.53 -4.51
H -2.77 -7.11 -3.77
H -4.33 -6.68 -4.73
C 1.17 -11.91 -8.95
S 0.83 -11.70 -10.75
O -0.29 -12.68 -10.97
C -0.12 -10.09 -10.83
H 1.83 -12.73 -8.67
H 0.18 -12.02 -8.52
H 1.68 -11.03 -8.54
H 0.57 -9.32 -10.48
H -0.86 -10.14 -10.04
H -0.41 -9.85 -11.86
C 1.27 -7.56 -2.84
S -0.21 -8.64 -2.69
O -0.60 -8.72 -1.24
C 0.59 -10.14 -3.37
H 1.49 -7.43 -3.90
H 2.08 -8.01 -2.27
H 1.14 -6.63 -2.28
H 0.60 -10.75 -2.47
H 1.57 -9.94 -3.80
H 0.06 -10.74 -4.11
C -3.81 -13.21 -8.10
S -5.16 -12.01 -7.81
O -4.58 -10.84 -7.04
C -5.23 -11.66 -9.65
H -4.20 -13.95 -8.80
H -3.45 -13.62 -7.16
H -3.02 -12.55 -8.44
H -4.25 -11.54 -10.11
H -5.86 -10.79 -9.83
H -5.88 -12.35 -10.18
C -4.81 -6.72 -10.09
S -3.55 -8.07 -10.08
O -3.70 -8.84 -8.78
C -1.99 -7.06 -10.14
H -4.64 -6.17 -9.17
H -5.82 -7.12 -9.99
H -4.78 -6.07 -10.96
H -1.11 -7.69 -10.26
H -1.77 -6.50 -9.23
H -2.00 -6.41 -11.02
C -7.33 -6.55 -6.64
S -6.70 -8.02 -7.55
O -5.33 -8.34 -6.91
C -7.89 -9.32 -6.89
H -8.17 -6.13 -7.19
H -6.70 -5.67 -6.47
H -7.81 -6.90 -5.73
H -8.90 -8.92 -6.87
H -7.65 -9.60 -5.86
H -7.79 -10.26 -7.45
C 2.25 -5.03 -5.75
S 2.21 -3.47 -6.83
O 2.99 -3.64 -8.19
C 0.44 -3.68 -7.29
H 1.60 -4.92 -4.88
H 3.24 -5.42 -5.52
H 1.85 -5.87 -6.31
H -0.13 -3.47 -6.38
H 0.17 -4.70 -7.52
H 0.08 -3.00 -8.06
C 1.55 -6.66 -10.00
S 3.24 -7.33 -10.38
O 2.89 -8.48 -11.27
C 3.77 -5.92 -11.45
H 0.87 -6.58 -10.85
H 1.61 -5.74 -9.43
H 1.04 -7.36 -9.34
H 3.91 -4.92 -11.05
H 3.02 -5.77 -12.22
H 4.67 -6.13 -12.03
C -4.65 -1.47 -7.06
S -3.23 -2.64 -6.75
O -2.18 -2.28 -7.80
C -4.07 -4.19 -7.41
H -5.56 -1.92 -6.69
H -4.64 -1.39 -8.15
H -4.44 -0.51 -6.58
H -4.43 -3.96 -8.41
H -4.95 -4.37 -6.80
H -3.35 -5.02 -7.41
*
```

Record 4
Molecular formula: C5H8N2O2
Method: DFT, ωB97M-V with the def2-TZVPD basis set

Molar mass   128.13 g mol⁻¹
Energy relative to the best compared isomer or geometry (same formula, charge and spin)   81.46 kcal per mole
SMILES   [H]/N=C(\C)C(=O)/C(O)=C\N
HOMO energy (spin up / spin down)   -7.96 / -7.96 eV

Geometry as ORCA input:
```
! wB97M-V def2-TZVPD RIJCOSX def2/J DEFGRID3
* xyz 0 1
C 1.49 -0.64 1.52
C -0.34 1.05 0.65
C -1.43 0.63 -0.21
C 0.99 0.16 0.36
N -0.44 -0.70 -2.05
C -1.23 -0.51 -0.96
O -2.68 1.21 -0.06
N 1.73 0.50 -0.65
O -0.35 1.88 1.54
H -2.77 1.45 0.88
H 2.65 0.04 -0.60
H 0.27 0.02 -2.19
H -0.77 -1.27 -2.82
H -2.03 -1.24 -0.95
H 2.52 -0.38 1.76
H 1.45 -1.71 1.31
H 0.93 -0.49 2.46
*
```

Record 5
Molecular formula: C4H7NO
Method: DFT, ωB97M-V with the def2-TZVPD basis set

Molar mass   85.11 g mol⁻¹
Energy relative to the best compared isomer or geometry (same formula, charge and spin)   20.59 kcal per mole
SMILES   CC1=NCCO1
HOMO energy   -9.54 eV

Geometry as ORCA input:
```
! wB97M-V def2-TZVPD RIJCOSX def2/J DEFGRID3
* xyz 0 1
C -0.07 2.12 0.01
C -0.16 0.64 0.00
N -1.04 -0.09 0.55
C -0.69 -1.47 0.17
C 0.79 -1.33 -0.20
O 0.86 0.02 -0.67
H 0.73 2.44 0.68
H -1.02 2.54 0.34
H 0.17 2.48 -1.00
H -0.82 -2.19 0.99
H -1.34 -1.78 -0.66
H 1.22 -2.00 -0.94
H 1.38 -1.38 0.73
*
```

Record 6
Molecular formula: C5H12NO
Method: DFT, ωB97M-V with the def2-TZVPD basis set

Molar mass   102.16 g mol⁻¹
Energy relative to the best compared isomer or geometry (same formula, charge and spin)   29.85 kcal per mole
HOMO energy   -14.25 eV

Geometry as ORCA input:
```
! wB97M-V def2-TZVPD RIJCOSX def2/J DEFGRID3
* xyz 1 1
C 1.40 -1.12 0.90
C 0.39 0.03 0.97
C -1.05 -0.34 0.72
C -1.88 -1.01 1.52
C -1.07 0.75 -1.48
N -1.61 0.04 -0.55
H 1.11 -1.98 1.50
H 2.37 -0.67 1.10
H 1.45 -1.50 -0.12
H 0.72 0.87 0.36
H 0.37 0.46 1.98
H -1.66 -1.21 2.56
H -2.82 -1.33 1.09
H -1.57 0.67 -2.43
H -0.20 1.36 -1.30
H -2.56 -0.27 -0.73
H 2.04 1.64 -2.78
H 2.68 1.99 -1.48
O 1.88 1.62 -1.82
*
```

Record 7
Molecular formula: C23H20ClN3O4
Method: DFT, ωB97M-V with the def2-TZVPD basis set

Molar mass   437.88 g mol⁻¹
Energy relative to the best compared isomer or geometry (same formula, charge and spin)   51.72 kcal per mole
SMILES   COc1cc(Cl)ccc1OCc1cc(C(=O)N(C)Cc2cccc3cnccc23)no1
HOMO energy   -8.51 eV

Geometry as ORCA input:
```
! wB97M-V def2-TZVPD RIJCOSX def2/J DEFGRID3
* xyz 0 1
C 1.54 0.07 2.15
H 2.26 0.37 2.92
O 1.16 -1.28 2.28
C 2.08 -2.26 2.01
C 3.42 -1.98 1.79
C 4.32 -3.01 1.53
C 3.90 -4.32 1.49
C 2.56 -4.60 1.71
C 1.64 -3.59 1.97
O 0.36 -4.05 2.17
C -0.74 -3.18 2.21
C -0.87 -2.35 0.98
C -0.39 -2.51 -0.29
C -0.80 -1.32 -0.95
N -1.47 -0.55 -0.12
O -1.52 -1.17 1.07
C -0.57 -1.03 -2.39
O -0.68 -1.92 -3.21
N -0.23 0.24 -2.72
C -0.03 0.57 -4.11
H -0.26 -0.31 -4.70
H -0.69 1.39 -4.40
H 1.00 0.87 -4.29
C -0.08 1.32 -1.77
C -1.37 2.04 -1.46
C -2.55 1.71 -2.07
C -3.75 2.39 -1.78
C -3.76 3.41 -0.87
C -2.57 3.78 -0.21
C -2.52 4.82 0.74
N -1.45 5.18 1.38
C -0.30 4.54 1.11
C -0.21 3.51 0.20
C -1.36 3.09 -0.50
H 0.75 3.04 0.03
H 0.56 4.88 1.66
H -3.43 5.36 0.99
H -4.67 3.95 -0.64
H -4.65 2.10 -2.28
H -2.59 0.90 -2.78
H 0.33 0.93 -0.84
H 0.64 2.03 -2.19
H 0.16 -3.32 -0.70
H -1.61 -3.85 2.31
H -0.71 -2.52 3.09
H 2.20 -5.61 1.68
H 4.60 -5.12 1.29
Cl 5.98 -2.61 1.26
H 3.79 -0.97 1.82
H 1.96 0.27 1.16
H 0.62 0.65 2.28
*
```

Record 8
Molecular formula: C5H6O2
Method: DFT, ωB97M-V with the def2-TZVPD basis set

Molar mass   98.10 g mol⁻¹
Energy relative to the best compared isomer or geometry (same formula, charge and spin)   146.46 kcal per mole
HOMO energy   -8.09 eV

Geometry as ORCA input:
```
! wB97M-V def2-TZVPD RIJCOSX def2/J DEFGRID3
* xyz 0 1
C 0.14 0.32 1.54
O 0.87 -0.79 1.07
C 0.37 -1.11 -0.20
C -0.91 -0.41 -0.42
O -0.80 0.70 0.56
C 0.55 1.38 -0.74
C 0.27 -0.04 -1.25
H 0.84 1.15 1.66
H -0.36 0.06 2.48
H 0.49 -2.16 -0.48
H -1.89 -0.85 -0.61
H -0.14 2.03 -1.33
H 0.45 -0.27 -2.30
*
```

Record 9
Molecular formula: C48H61IN4O4P
Method: DFT, ωB97M-V with the def2-TZVPD basis set

Molar mass   915.92 g mol⁻¹
HOMO energy   -10.14 eV

Geometry as ORCA input:
```
! wB97M-V def2-TZVPD RIJCOSX def2/J DEFGRID3
* xyz 1 1
C -0.93 1.21 -2.98
C -0.45 2.70 -2.64
C 1.13 2.76 -2.55
C 1.66 3.84 -1.49
C 1.18 5.16 -2.23
C 1.94 5.59 -3.37
C 1.55 6.79 -4.10
C 0.38 7.43 -3.50
C -0.26 6.82 -2.37
N 0.06 5.69 -1.67
N 1.00 3.56 -0.16
I 0.85 1.52 0.40
C 1.78 4.08 1.04
O 1.33 3.16 2.09
C 1.94 3.46 3.36
C 2.11 2.06 4.12
O 2.66 1.05 3.28
C 1.91 -0.17 3.47
C 1.96 -0.74 4.94
P 1.41 5.77 1.81
O 0.08 6.55 1.19
O 2.75 6.74 2.06
C 3.24 3.65 0.59
C 3.19 3.75 -1.05
C 3.99 2.41 -1.41
C 4.29 2.21 -2.95
C 3.92 0.78 -3.53
N 3.75 0.92 -5.01
C 4.14 4.99 -1.23
C 5.54 4.89 -1.68
C 6.34 6.10 -1.82
N 5.95 7.37 -1.57
C 4.67 7.47 -1.12
C 3.73 6.38 -0.92
H -1.40 0.71 -2.09
H -1.74 1.24 -3.77
H -0.09 0.60 -3.40
H -0.88 3.35 -3.43
H -0.96 2.95 -1.67
H 1.59 1.75 -2.39
H 1.45 3.02 -3.60
H 2.82 4.98 -3.69
H 2.06 7.20 -4.99
H -0.03 8.36 -3.94
H -1.15 7.37 -1.97
H 0.01 3.83 -0.04
H 2.97 3.89 3.30
H 1.27 4.06 4.04
H 1.07 1.82 4.50
H 2.83 2.23 4.97
H 0.84 0.02 3.18
H 2.38 -0.95 2.80
H 0.90 -0.80 5.31
H 2.38 -1.79 4.98
H 2.55 -0.13 5.66
H -0.55 6.62 1.93
H 2.58 7.60 1.61
H 3.67 2.71 1.00
H 3.96 4.44 0.94
H 4.99 2.43 -0.88
H 3.47 1.49 -1.04
H 5.35 2.41 -3.25
H 3.68 2.98 -3.51
H 2.99 0.34 -3.09
H 4.80 0.10 -3.39
H 3.02 1.63 -5.18
H 4.60 1.35 -5.40
H 6.01 3.91 -1.93
H 7.40 5.96 -2.17
H 4.29 8.50 -0.89
H 2.68 6.56 -0.57
C -3.66 4.11 -4.67
C -4.96 3.73 -4.94
C -6.02 4.31 -4.26
C -5.77 5.28 -3.30
C -4.47 5.67 -3.02
C -3.41 5.08 -3.70
H -2.83 3.66 -5.20
H -5.15 2.97 -5.70
H -7.04 4.00 -4.47
H -6.60 5.74 -2.76
H -4.28 6.43 -2.27
H -2.39 5.38 -3.48
C 0.99 -7.00 4.89
C 0.87 -6.05 5.90
C 0.50 -4.75 5.59
C 0.25 -4.39 4.27
C 0.37 -5.34 3.26
C 0.74 -6.64 3.57
H 1.27 -8.02 5.13
H 1.06 -6.33 6.93
H 0.42 -4.01 6.37
H -0.03 -3.37 4.03
H 0.17 -5.06 2.23
H 0.84 -7.38 2.78
C -2.44 -9.70 2.17
C -2.35 -10.62 1.13
C -2.03 -10.20 -0.15
C -1.79 -8.86 -0.40
C -1.87 -7.93 0.63
C -2.20 -8.35 1.92
H -2.69 -10.03 3.17
H -2.54 -11.67 1.33
H -1.97 -10.93 -0.96
H -1.53 -8.53 -1.40
H -1.67 -6.89 0.44
H -2.26 -7.63 2.72
C -8.42 -11.06 2.21
C -8.22 -9.80 2.77
C -6.97 -9.19 2.67
C -5.94 -9.84 2.01
C -6.14 -11.10 1.45
C -7.38 -11.71 1.56
H -9.39 -11.54 2.29
H -9.03 -9.30 3.27
H -6.81 -8.22 3.10
H -4.97 -9.36 1.92
H -5.33 -11.60 0.93
H -7.54 -12.69 1.13
*
```

Copy entry 8 word for word.
Molecular formula: C5H6O2
Method: DFT, ωB97M-V with the def2-TZVPD basis set

Molar mass   98.10 g mol⁻¹
Energy relative to the best compared isomer or geometry (same formula, charge and spin)   146.46 kcal per mole
HOMO energy   -8.09 eV

Geometry as ORCA input:
```
! wB97M-V def2-TZVPD RIJCOSX def2/J DEFGRID3
* xyz 0 1
C 0.14 0.32 1.54
O 0.87 -0.79 1.07
C 0.37 -1.11 -0.20
C -0.91 -0.41 -0.42
O -0.80 0.70 0.56
C 0.55 1.38 -0.74
C 0.27 -0.04 -1.25
H 0.84 1.15 1.66
H -0.36 0.06 2.48
H 0.49 -2.16 -0.48
H -1.89 -0.85 -0.61
H -0.14 2.03 -1.33
H 0.45 -0.27 -2.30
*
```

Which of these has the lowest molar mass? C4H7NO

molar mass of number 5 (C4H7NO)? 85.11 g mol⁻¹

What is the formula in the fourth record? C5H8N2O2